# 1
A molecular structure, C24H29CuN8O4S, computed with ωB97M-V/def2-TZVPD.

Geometry as XYZ:
```
67
Properties=species:S:1:pos:R:3:lowdin_spin:R:1
Cu -0.391 0.283 0.045 0.7578
S 2.551 -0.216 1.188 0.0021
O 1.615 -0.243 -0.013 0.0290
O -0.635 5.362 -0.663 -0.0004
O -0.252 2.875 -0.015 -0.0012
O -1.973 1.498 0.108 0.0671
N -0.910 -1.553 3.770 0.0018
N -0.203 0.652 4.339 0.0031
N -0.654 -0.903 5.951 -0.0006
N -1.065 -1.815 0.211 0.0062
N 0.222 2.142 2.663 -0.0007
N -0.430 0.008 2.068 0.0490
N -0.431 0.378 -1.958 0.0588
N -0.697 0.685 -6.092 -0.0015
C 0.669 0.418 -2.724 0.0051
C -1.758 0.544 -3.939 0.0021
C -4.698 4.564 -0.645 0.0000
C -1.670 -4.004 -0.499 0.0001
C -2.848 6.092 -0.926 0.0003
C -0.586 -0.578 4.657 -0.0002
C 0.629 0.523 -4.092 0.0025
C -1.482 -3.515 1.834 0.0001
C -1.321 -2.687 -0.758 0.0000
C 4.165 0.063 0.448 0.0022
C -4.203 5.840 -0.924 -0.0003
C -2.429 3.777 -0.364 0.0033
C -0.610 0.594 -4.745 -0.0016
C -0.149 0.926 3.036 0.0035
C -1.621 0.446 -2.578 0.0036
C 2.949 -2.915 0.575 0.0000
C -1.944 5.065 -0.645 0.0003
C -1.502 2.667 -0.074 0.0029
C -0.816 -1.194 2.514 0.0029
C -3.810 3.549 -0.371 0.0003
C 5.294 -0.055 1.463 0.0007
C 2.705 -1.936 1.710 -0.0002
C -1.140 -2.221 1.480 0.0004
C -1.753 -4.422 0.819 -0.0004
H -2.746 0.601 -4.375 0.0003
H 1.611 0.366 -2.198 0.0007
H 1.553 0.559 -4.653 0.0004
H 4.269 -0.630 -0.387 0.0000
H 2.225 -2.762 -0.225 0.0000
H 1.767 -2.147 2.227 0.0000
H 0.125 0.852 -6.644 0.0000
H 5.084 0.519 2.366 0.0000
H -1.582 0.868 -6.530 0.0000
H -2.026 -5.441 1.057 0.0000
H -4.159 2.550 -0.146 0.0002
H -1.244 -2.314 -1.772 0.0000
H 4.085 1.072 0.041 0.0000
H -0.156 4.533 -0.442 -0.0001
H 3.491 -1.949 2.467 0.0000
H 2.841 -3.932 0.949 0.0000
H -1.872 -4.680 -1.317 0.0000
H -0.999 -1.808 6.214 0.0000
H -5.763 4.379 -0.640 0.0000
H -2.490 0.439 -1.933 0.0004
H -0.477 -0.202 6.648 0.0000
H -2.454 7.076 -1.141 0.0000
H 5.472 -1.092 1.745 0.0000
H 3.951 -2.821 0.159 0.0000
H 0.389 2.813 3.393 0.0000
H 6.215 0.332 1.032 0.0002
H -4.891 6.648 -1.141 0.0000
H 0.184 2.441 1.687 -0.0003
H -1.533 -3.786 2.878 0.0001
```

Values from the calculation:
Relative energy (zero: lowest compared OMol25 entry of this formula, charge and spin)   0.1 kcal/mol
E_HOMO (alpha / beta)   -0.3726 / -0.3725 Ha
E_tot   -100943.9104 eV
F_max   0.101 eV/Å
Spin multiplicity   2
Total charge   +1
Lowest unoccupied orbital energy (alpha / beta)   -2.9 / -2.9 eV

=====

# 2
A single C21H28N2O6S molecule in a non-equilibrium geometry, computed with ωB97M-V/def2-TZVPD.

Geometry as XYZ:
```
58
Properties=species:S:1:pos:R:3:lowdin_charge:R:1
S 3.874 -0.511 0.101 0.6762
O 3.706 -1.554 1.077 -0.2904
O 0.700 3.327 -0.259 0.0747
O 4.991 -0.605 -0.796 -0.2776
O -1.890 -2.575 0.377 -0.1147
O 0.211 -0.947 1.660 -0.0575
O -4.072 -1.305 -0.510 -0.0872
N -0.477 1.813 -1.495 0.1416
N 4.019 0.910 0.926 -0.3490
C 2.365 -0.459 -0.888 -0.1912
C -2.797 -3.362 1.124 -0.0647
C 3.157 1.150 2.054 -0.0846
C -2.243 3.080 0.848 -0.1218
C -1.669 3.636 -0.475 -0.0832
C -2.212 1.576 0.834 -0.2425
C 0.585 -2.306 1.534 -0.0459
C -1.991 -1.208 0.570 -0.1400
C -0.966 -0.479 1.183 -0.1872
C 4.572 2.057 0.255 -0.0866
C -1.111 0.906 1.322 0.0303
C -3.126 -0.522 0.091 -0.1910
C -0.345 2.939 -0.731 -0.4802
C 0.385 0.714 -1.555 -0.2070
C -0.014 -0.414 -2.266 -0.0040
C -5.231 -0.695 -1.017 -0.0787
C 1.994 -1.589 -1.606 -0.2634
C 1.597 0.682 -0.872 0.0156
C 0.787 -1.538 -2.298 -0.0213
C 2.864 -2.801 -1.624 -0.0409
C -3.226 0.854 0.214 0.0096
H -4.998 0.017 -1.816 0.0948
H -3.263 3.448 0.976 0.1173
H 5.118 1.691 -0.610 0.0811
H 3.842 -2.544 -2.028 0.0843
H -4.086 1.380 -0.169 0.1097
H 1.653 -2.327 1.751 0.0760
H 2.389 1.897 1.829 0.0824
H -5.833 -1.505 -1.427 0.0963
H -2.545 -4.396 0.897 0.0954
H -5.798 -0.186 -0.231 0.0987
H 3.798 2.764 -0.065 0.0873
H 1.909 1.548 -0.320 0.0798
H 2.683 0.208 2.315 0.0764
H 0.045 -2.929 2.253 0.0980
H -2.681 -3.184 2.199 0.0982
H 3.026 -3.156 -0.608 0.0762
H -1.633 3.448 1.673 0.1222
H -0.306 1.438 1.803 0.1300
H -2.369 3.460 -1.293 0.1147
H 3.750 1.501 2.903 0.0954
H -1.499 4.708 -0.373 0.1211
H 0.410 -2.677 0.525 0.0919
H 5.264 2.574 0.924 0.0946
H 0.462 -2.403 -2.857 0.1172
H -3.833 -3.166 0.837 0.0841
H -0.962 -0.414 -2.785 0.1184
H 2.420 -3.593 -2.222 0.0829
H -1.400 1.621 -1.859 0.1379
```

Values from the calculation:
Relative energy (zero: lowest compared OMol25 entry of this formula, charge and spin)   53.7 kcal/mol
E_HOMO   -0.3044 Ha
SMILES   COc1cc(CCC(=O)Nc2ccc(C)c(S(=O)(=O)N(C)C)c2)cc(OC)c1OC
E_tot   -48330.8571 eV
F_max   1.079 eV/Å
Total charge   0
Lowest unoccupied orbital energy   0.4 eV

=====

# 3
A molecular structure, C20H38BrClN7 in a non-equilibrium geometry, computed with ωB97M-V/def2-TZVPD.

Geometry as XYZ:
```
67
Properties=species:S:1:pos:R:3:lowdin_charge:R:1
Br -1.827 -2.199 -4.990 1.0637
Cl 2.785 -0.901 -4.206 0.6064
N -1.881 -3.068 -3.407 -0.2559
N 3.291 3.938 -1.387 0.1477
N -0.707 -0.591 0.799 0.1520
N -1.967 -0.123 -1.741 0.1503
N -3.561 0.335 5.636 0.1565
N -1.738 1.446 -3.477 0.1168
N -0.585 -0.575 -3.600 -0.1488
C 5.520 3.818 -2.736 -0.1899
C 1.772 -0.491 -2.787 -0.7086
C 1.643 1.006 -2.588 -0.1152
C 0.448 -1.256 -2.832 -0.3172
C -2.886 -0.459 6.116 -0.2304
C -1.996 -3.631 -2.422 -0.0266
C -1.593 -5.779 -1.258 -0.2282
C -0.394 0.191 7.762 -0.1075
C 4.272 3.886 -1.978 -0.2383
C -1.365 0.201 -2.943 -0.5626
C -2.380 -6.653 -2.228 -0.0908
C -1.959 2.191 2.494 -0.2496
C 5.613 4.915 -3.802 -0.2597
C -1.358 -0.964 8.011 -0.2579
C -2.312 0.701 2.399 -0.1823
C 4.553 4.776 -4.889 -0.1088
C -2.135 -4.340 -1.170 -0.1190
C -1.417 -0.022 1.500 -0.2048
C -0.591 2.437 3.119 -0.0977
C -2.025 -1.470 6.727 -0.1897
H 0.089 0.489 8.691 0.0750
H 2.308 -0.879 -1.926 0.0963
H -2.311 -6.282 -3.253 0.0761
H 1.573 1.247 -1.531 0.0809
H -2.280 0.248 3.390 0.0850
H -1.990 -7.668 -2.220 0.0843
H -0.402 3.505 3.211 0.0778
H 0.387 -0.095 7.055 0.0753
H 0.658 -2.204 -3.333 0.0716
H 2.559 1.476 -2.935 0.0492
H -1.267 -1.782 6.006 0.1185
H -1.638 -6.213 -0.261 0.1201
H -1.936 0.688 -1.135 0.0828
H -2.343 1.439 -4.274 0.0846
H 5.606 2.833 -3.200 0.1193
H 6.353 3.911 -2.039 0.1190
H -0.541 -5.762 -1.548 0.1202
H -3.435 -6.696 -1.952 0.0844
H 5.529 5.896 -3.333 0.1127
H -2.630 -2.350 6.950 0.1193
H 6.602 4.865 -4.259 0.1089
H 4.683 5.548 -5.647 0.0731
H -2.722 2.680 3.099 0.1125
H 0.176 -1.519 -1.802 0.0870
H -1.495 -0.867 -1.244 0.0139
H -1.479 2.306 -3.042 0.0895
H -3.188 -4.342 -0.879 0.1471
H -0.534 1.998 4.117 0.0714
H 3.547 4.881 -4.480 0.0704
H -2.120 -0.656 8.728 0.1143
H 4.622 3.806 -5.384 0.0755
H -1.594 -3.781 -0.400 0.1364
H -0.913 1.064 7.365 0.0699
H 0.210 2.011 2.512 0.0725
H 0.837 1.441 -3.166 0.0596
H -3.334 0.589 2.034 0.1249
H -1.996 2.649 1.503 0.1071
H -0.813 -1.793 8.463 0.1096
```

Values from the calculation:
E_HOMO   -0.4153 Ha
E_tot   -114342.0127 eV
F_max   2.972 eV/Å
Total charge   +1
Lowest unoccupied orbital energy   -4.1 eV

=====

# 4
11 unconnected molecules or ions with the total composition C40H100BN8O20 in a non-equilibrium geometry, computed with ωB97M-V/def2-TZVPD.

Geometry as XYZ:
```
169
Properties=species:S:1:pos:R:3:lowdin_charge:R:1
O -2.482 -0.493 0.432 0.1073
O 1.180 1.633 -0.867 0.2420
O 1.884 -0.587 -0.957 0.2034
O 0.049 -4.761 4.585 -0.1854
O -0.494 1.384 4.828 -0.1954
O -0.264 -0.143 0.186 0.2224
O 1.119 4.784 -5.801 -0.1941
O 5.882 4.893 0.905 -0.1947
O 2.435 -4.469 -4.176 -0.0655
O 3.073 2.648 -0.588 0.1300
O -0.244 -4.592 -3.481 -0.0802
O 4.217 -0.124 -0.806 0.1129
O -4.681 2.985 3.293 -0.1757
O 0.004 5.158 -0.404 -0.0336
O -2.293 2.272 -3.739 -0.2044
O -2.087 3.393 -0.466 -0.0661
O -5.559 -5.104 -1.507 -0.1701
O -0.165 -0.115 -2.109 0.2088
O -2.228 -0.828 -2.649 0.0838
O 6.272 -3.975 0.412 -0.1784
N -3.049 -3.916 4.241 0.0580
N 2.848 0.966 6.532 0.0093
N -5.989 2.476 -3.977 -0.0032
N 7.247 1.618 2.235 0.0279
N 3.852 3.115 -3.825 0.0416
N 4.016 -5.898 1.251 0.0241
N -5.387 0.816 4.839 0.0386
N -2.775 -3.791 -3.509 0.0320
C -3.922 -0.661 3.667 -0.0724
C 1.984 -3.702 -3.037 -0.1941
C -6.933 -5.331 -1.725 -0.1258
C 6.213 2.435 1.576 -0.4318
C -1.463 -0.374 -0.242 -0.3673
C -0.477 1.006 3.412 -0.0724
C 3.030 0.227 -0.841 -0.2318
C -4.443 4.239 -3.543 -0.0544
C -3.626 1.806 -3.976 -0.1924
C -1.643 2.649 -4.988 -0.0637
C -3.244 -3.445 -1.213 -0.0809
C 4.976 2.148 2.317 -0.1005
C 1.892 1.908 -4.776 -0.0579
C 4.991 -3.710 0.940 -0.2070
C -2.113 -4.525 3.312 -0.4584
C 2.581 0.290 4.283 -0.0662
C -4.262 0.788 3.964 -0.4751
C -0.650 -4.123 3.545 -0.1931
C -5.062 -4.630 -2.652 -0.2397
C 0.430 -3.439 -3.067 -0.2097
C 2.089 4.558 -4.766 -0.1691
C 2.777 3.152 -4.880 -0.3753
C 2.083 1.311 5.325 -0.4004
C 2.425 -4.245 0.989 -0.0511
C 6.639 -3.264 -0.730 -0.1140
C -1.370 -0.486 -1.821 -0.3555
C 3.858 -4.635 0.569 -0.4288
C -4.620 1.658 2.805 -0.2094
C -0.575 -4.740 5.842 -0.1223
C -3.431 -4.413 -2.391 -0.3363
C -3.537 3.764 2.857 -0.0676
C -1.208 5.509 0.040 -0.2985
C 2.414 1.658 -0.747 -0.4927
C -4.651 2.925 -4.382 -0.3762
C -2.320 4.773 -0.760 -0.2196
C 0.621 1.159 5.729 -0.1908
C 0.450 5.929 -5.614 -0.1774
C -2.506 -4.220 1.921 -0.0948
C 6.068 4.993 -0.477 -0.1342
C 6.733 3.887 1.562 -0.1443
B 0.691 0.175 -0.919 -0.8396
H -4.300 3.994 -2.490 0.0590
H 3.450 -5.824 2.085 0.0545
H 5.218 5.457 -0.977 0.0897
H 2.384 0.956 -4.974 0.0744
H -2.630 3.294 3.237 0.0754
H -2.948 -5.386 -2.309 0.1327
H -3.565 3.932 1.781 0.0699
H -5.632 -3.746 -2.937 0.1192
H 4.699 -2.737 0.546 0.1077
H -1.390 6.559 0.271 0.1213
H 1.668 4.547 -3.760 0.1224
H -5.586 1.299 2.452 0.1300
H -4.059 -1.292 4.545 0.0726
H -0.649 3.080 -4.862 0.0579
H 7.719 -3.410 -0.739 0.0899
H -1.176 5.048 1.027 0.1108
H 5.090 2.122 3.401 0.0785
H 7.711 3.953 1.084 0.1150
H 0.415 0.143 6.066 0.1151
H -0.002 6.093 -4.636 0.0951
H -2.516 -3.203 1.528 0.0741
H 2.743 1.614 7.299 0.0669
H -3.945 -4.254 3.920 0.0740
H 2.235 -4.384 -2.225 0.0965
H 2.459 -3.789 -4.853 0.0829
H -2.349 5.025 -1.820 0.0998
H -2.246 -3.253 -0.818 0.0646
H 6.996 5.523 -0.689 0.0766
H -5.798 -0.095 4.695 0.0601
H -1.786 -3.963 -3.621 0.0064
H -3.416 1.064 4.593 0.1361
H -2.919 -0.568 3.251 0.0598
H -2.153 -5.614 3.280 0.1455
H 0.204 -5.064 6.532 0.0871
H 6.136 -3.687 -1.599 0.0853
H -5.329 4.873 -3.509 0.0728
H 7.686 2.185 2.947 0.0583
H 2.605 -2.853 -2.752 0.1140
H -6.503 1.756 -4.465 0.0644
H -3.421 -4.760 1.679 0.0882
H -2.883 -2.806 -3.313 0.0325
H 1.407 1.771 -3.809 0.0733
H -0.418 5.720 -6.239 0.0876
H -3.600 4.745 3.328 0.0842
H 1.030 6.726 -6.081 0.0940
H -1.428 -5.411 5.741 0.0769
H 4.111 2.721 1.983 0.0847
H -0.072 4.201 -0.411 0.0711
H 5.960 1.962 0.627 0.1295
H -0.165 -4.365 2.600 0.1036
H -3.551 4.761 -3.889 0.0607
H 1.725 -4.865 0.431 0.0810
H -7.390 -5.732 -0.820 0.0828
H 2.344 -0.736 4.563 0.0795
H -1.529 3.083 -1.184 0.0707
H 2.270 -3.188 0.772 0.0726
H 4.778 1.086 2.167 0.0679
H 1.160 1.897 -5.584 0.0642
H 0.248 -5.093 -4.137 0.0990
H -0.603 -0.071 3.306 0.0750
H 4.979 -6.018 1.531 0.0658
H 6.438 -2.193 -0.741 0.0811
H -4.948 0.509 5.696 0.0696
H -7.608 -4.493 -1.902 0.0865
H -1.580 1.865 -5.743 0.0952
H 6.806 0.830 2.687 0.0594
H 2.376 2.348 5.166 0.1421
H 0.325 1.314 2.741 0.0745
H -4.500 -1.151 2.883 0.0897
H -0.993 -3.782 6.150 0.0801
H -3.961 1.503 1.951 0.1172
H -4.012 1.289 -3.097 0.1145
H 2.847 5.338 -4.839 0.1238
H -0.030 -3.124 -2.130 0.1150
H 5.043 -3.674 2.029 0.1327
H 3.959 -4.839 -0.497 0.1257
H -5.104 -5.341 -3.478 0.1092
H 3.538 3.350 -2.894 0.0409
H 2.099 -4.368 2.022 0.0633
H -4.698 3.133 -5.451 0.1278
H 4.177 2.160 -3.779 0.0581
H 6.907 4.298 2.556 0.1223
H -7.094 -6.070 -2.510 0.0863
H 6.256 4.010 -0.909 0.0813
H 2.329 0.427 3.232 0.0611
H 3.260 3.217 -5.855 0.1257
H 2.467 0.097 6.877 0.0642
H 0.437 1.744 6.630 0.1167
H -1.733 -4.699 1.320 0.0803
H 3.666 0.185 4.309 0.0602
H -6.124 2.281 -2.996 0.0698
H -2.222 3.499 -5.350 0.0718
H -3.557 1.003 -4.709 0.1163
H 0.270 -2.557 -3.686 0.1157
H -3.619 -2.435 -1.379 0.0730
H -3.903 -3.703 -0.384 0.0550
H -2.979 -2.926 4.055 0.0314
H -1.371 1.499 3.031 0.0635
H -3.305 5.129 -0.456 0.1082
H -0.602 -3.045 3.699 0.1266
```

Values from the calculation:
Relative energy (zero: lowest compared OMol25 entry of this formula, charge and spin)   0.0 kcal/mol
E_HOMO   -0.2257 Ha
E_tot   -96646.0731 eV
F_max   5.123 eV/Å
Total charge   -1
Lowest unoccupied orbital energy   2.1 eV

=====

Q: The lowest E_tot belongs to which entry?
A: C20H38BrClN7

=====

Copy entry 1 word for word.
A molecular structure, C24H29CuN8O4S, computed with ωB97M-V/def2-TZVPD.

Geometry as XYZ:
```
67
Properties=species:S:1:pos:R:3:lowdin_spin:R:1
Cu -0.391 0.283 0.045 0.7578
S 2.551 -0.216 1.188 0.0021
O 1.615 -0.243 -0.013 0.0290
O -0.635 5.362 -0.663 -0.0004
O -0.252 2.875 -0.015 -0.0012
O -1.973 1.498 0.108 0.0671
N -0.910 -1.553 3.770 0.0018
N -0.203 0.652 4.339 0.0031
N -0.654 -0.903 5.951 -0.0006
N -1.065 -1.815 0.211 0.0062
N 0.222 2.142 2.663 -0.0007
N -0.430 0.008 2.068 0.0490
N -0.431 0.378 -1.958 0.0588
N -0.697 0.685 -6.092 -0.0015
C 0.669 0.418 -2.724 0.0051
C -1.758 0.544 -3.939 0.0021
C -4.698 4.564 -0.645 0.0000
C -1.670 -4.004 -0.499 0.0001
C -2.848 6.092 -0.926 0.0003
C -0.586 -0.578 4.657 -0.0002
C 0.629 0.523 -4.092 0.0025
C -1.482 -3.515 1.834 0.0001
C -1.321 -2.687 -0.758 0.0000
C 4.165 0.063 0.448 0.0022
C -4.203 5.840 -0.924 -0.0003
C -2.429 3.777 -0.364 0.0033
C -0.610 0.594 -4.745 -0.0016
C -0.149 0.926 3.036 0.0035
C -1.621 0.446 -2.578 0.0036
C 2.949 -2.915 0.575 0.0000
C -1.944 5.065 -0.645 0.0003
C -1.502 2.667 -0.074 0.0029
C -0.816 -1.194 2.514 0.0029
C -3.810 3.549 -0.371 0.0003
C 5.294 -0.055 1.463 0.0007
C 2.705 -1.936 1.710 -0.0002
C -1.140 -2.221 1.480 0.0004
C -1.753 -4.422 0.819 -0.0004
H -2.746 0.601 -4.375 0.0003
H 1.611 0.366 -2.198 0.0007
H 1.553 0.559 -4.653 0.0004
H 4.269 -0.630 -0.387 0.0000
H 2.225 -2.762 -0.225 0.0000
H 1.767 -2.147 2.227 0.0000
H 0.125 0.852 -6.644 0.0000
H 5.084 0.519 2.366 0.0000
H -1.582 0.868 -6.530 0.0000
H -2.026 -5.441 1.057 0.0000
H -4.159 2.550 -0.146 0.0002
H -1.244 -2.314 -1.772 0.0000
H 4.085 1.072 0.041 0.0000
H -0.156 4.533 -0.442 -0.0001
H 3.491 -1.949 2.467 0.0000
H 2.841 -3.932 0.949 0.0000
H -1.872 -4.680 -1.317 0.0000
H -0.999 -1.808 6.214 0.0000
H -5.763 4.379 -0.640 0.0000
H -2.490 0.439 -1.933 0.0004
H -0.477 -0.202 6.648 0.0000
H -2.454 7.076 -1.141 0.0000
H 5.472 -1.092 1.745 0.0000
H 3.951 -2.821 0.159 0.0000
H 0.389 2.813 3.393 0.0000
H 6.215 0.332 1.032 0.0002
H -4.891 6.648 -1.141 0.0000
H 0.184 2.441 1.687 -0.0003
H -1.533 -3.786 2.878 0.0001
```

Values from the calculation:
Relative energy (zero: lowest compared OMol25 entry of this formula, charge and spin)   0.1 kcal/mol
E_HOMO (alpha / beta)   -0.3726 / -0.3725 Ha
E_tot   -100943.9104 eV
F_max   0.101 eV/Å
Spin multiplicity   2
Total charge   +1
Lowest unoccupied orbital energy (alpha / beta)   -2.9 / -2.9 eV

=====

Q: Among the records above, which one has the highest E_tot?
A: C21H28N2O6S